(1)
Formula: C14H21NO4S
Source: the OMol25 dataset
Level of theory: wB97M-V/def2-TZVPD

* net charge: 0
* LUMO: 0.6 eV
* HOMO-LUMO gap: 9.7 eV
* energy relative to the best compared isomer or geometry (same formula, charge and spin): 236.6 kJ/mol

Cartesian coordinates (Å):
1 S -3.79 1.27 0.79
2 O -4.55 1.45 2.24
3 O -4.73 1.75 -0.18
4 O 2.40 2.23 -1.72
5 O -3.70 -0.34 0.53
6 N 0.77 -1.26 -1.57
7 C -2.53 -0.96 1.11
8 C -3.50 1.55 3.22
9 C 3.31 1.20 -1.51
10 C 3.79 -1.01 -0.85
11 C -2.71 0.25 3.37
12 C -1.55 -1.50 0.03
13 C 2.86 -0.02 -1.03
14 C -1.70 -0.72 -1.29
15 C 1.41 -0.22 -0.72
16 C -1.80 -0.14 2.18
17 C 5.54 0.41 -1.56
18 C -0.46 -0.77 -2.22
19 C 5.11 -0.81 -1.11
20 C 4.63 1.40 -1.77
21 H -2.11 0.36 4.28
22 H 3.48 -1.98 -0.48
23 H 1.43 -1.41 -2.33
24 H -4.01 1.72 4.17
25 H -1.80 -2.54 -0.16
26 H -2.51 -1.20 -1.84
27 H -2.90 -1.85 1.64
28 H 6.59 0.59 -1.74
29 H -2.88 2.43 3.06
30 H 4.94 2.38 -2.12
31 H -0.55 -1.43 0.46
32 H 0.85 0.71 -0.75
33 H -3.38 -0.60 3.55
34 H -1.04 -0.80 2.60
35 H 2.04 2.12 -2.61
36 H -1.23 0.71 1.79
37 H 5.83 -1.60 -0.93
38 H -0.27 0.26 -2.59
39 H 1.36 -0.59 0.31
40 H -0.67 -1.36 -3.10
41 H -2.00 0.32 -1.16

Results of the Löwdin charge analysis, in e, for atoms 1 through 4: S 0.920; O -0.292; O -0.366; O 0.023



(2)
Formula: C14H21NO5
Source: the OMol25 dataset
Level of theory: wB97M-V/def2-TZVPD

* net charge: 0
* LUMO: 0.5 eV
* HOMO-LUMO gap: 8.6 eV
* energy relative to the best compared isomer or geometry (same formula, charge and spin): 0.0 kJ/mol

Cartesian coordinates (Å):
1 O -0.31 -3.52 2.98
2 O 2.05 3.09 -2.10
3 O 0.15 1.70 2.46
4 O -1.55 0.21 -3.09
5 O 0.55 2.00 -3.84
6 N -0.75 -0.31 1.98
7 C -0.01 -4.71 2.31
8 C 0.93 1.98 -0.25
9 C -0.20 0.88 1.63
10 C -0.75 0.79 -2.13
11 C 2.91 3.75 -1.20
12 C 1.10 2.26 -1.60
13 C 0.79 -2.63 3.06
14 C -0.07 1.11 0.17
15 C -2.63 -0.58 -2.68
16 C 0.40 -1.41 3.89
17 C -0.41 1.88 -4.87
18 C -0.91 0.53 -0.77
19 C -0.86 -0.73 3.36
20 C 0.26 1.66 -2.56
21 H -1.05 0.17 3.95
22 H -0.58 0.84 -5.14
23 H 0.22 -1.72 4.92
24 H 0.01 2.42 -5.71
25 H -3.33 -0.03 -2.05
26 H 2.35 4.38 -0.50
27 H 3.56 4.37 -1.82
28 H 1.65 -3.14 3.52
29 H 0.79 -5.26 2.81
30 H -2.30 -1.49 -2.16
31 H 0.30 -4.52 1.27
32 H -3.14 -0.87 -3.60
33 H 1.23 -0.71 3.87
34 H -0.86 -1.03 1.28
35 H 1.09 -2.33 2.04
36 H 3.52 3.03 -0.64
37 H -1.71 -1.41 3.45
38 H 1.55 2.44 0.51
39 H -1.36 2.33 -4.58
40 H -1.71 -0.11 -0.44
41 H -0.92 -5.31 2.31

Results of the Löwdin charge analysis, in e, for atoms 1 through 4: O -0.199; O -0.060; O 0.070; O -0.111



(3)
Formula: C14H22BrClNO3
Source: the OMol25 dataset
Level of theory: wB97M-V/def2-TZVPD

* net charge: +1
* LUMO: -2.2 eV
* HOMO-LUMO gap: 9.2 eV

Cartesian coordinates (Å):
1 Br 1.26 -2.03 0.40
2 Cl 6.64 -1.40 -0.62
3 O -2.43 -1.93 -1.21
4 O 0.14 1.85 -1.24
5 O 1.42 0.83 0.94
6 N -1.39 0.05 0.19
7 C -1.99 -0.70 1.31
8 C 5.12 -0.71 -0.18
9 C 2.80 -0.95 0.28
10 C 4.00 -1.52 -0.08
11 C 1.13 2.22 0.97
12 C -3.61 -1.56 -0.52
13 C -2.03 -3.29 -1.04
14 C -1.96 1.39 -0.06
15 C -3.40 -1.22 0.98
16 C 0.91 2.75 -0.46
17 C 2.67 0.41 0.55
18 C 5.02 0.65 0.08
19 C 3.80 1.20 0.44
20 C -1.25 2.02 -1.27
21 H -4.15 -0.48 1.25
22 H -3.03 1.31 -0.27
23 H -1.78 -3.51 0.00
24 H -1.52 -0.58 -0.64
25 H 4.07 -2.58 -0.28
26 H 1.92 2.79 1.46
27 H 0.45 3.74 -0.43
28 H -1.15 -3.42 -1.66
29 H -1.57 1.51 -2.18
30 H -3.98 -0.68 -1.06
31 H 0.23 2.30 1.58
32 H 3.76 2.26 0.63
33 H -1.33 -1.55 1.51
34 H -2.02 -0.08 2.20
35 H -0.37 0.15 0.33
36 H 1.87 2.82 -0.98
37 H -1.53 3.08 -1.35
38 H -2.83 -3.96 -1.38
39 H 5.89 1.28 0.00
40 H -1.83 2.00 0.84
41 H -3.57 -2.10 1.59
42 H -4.36 -2.35 -0.61

Results of the Löwdin charge analysis, in e, for atoms 1 through 4: Br 0.902; Cl 0.715; O -0.237; O -0.127



(4)
Formula: C14H22Cl12N2O6
Source: the OMol25 dataset
Level of theory: wB97M-V/def2-TZVPD

* net charge: 0
* LUMO: 0.3 eV
* HOMO-LUMO gap: 11.1 eV
* energy relative to the best compared isomer or geometry (same formula, charge and spin): 48.2 kJ/mol

Cartesian coordinates (Å):
1 Cl -4.43 0.89 -5.45
2 Cl 0.33 -2.45 -7.89
3 Cl -1.48 -3.63 -0.48
4 Cl 0.99 -2.50 -5.04
5 Cl -1.45 -3.78 -6.11
6 Cl -4.02 0.45 -2.50
7 Cl 1.43 -3.35 -0.16
8 Cl 4.46 -1.92 0.18
9 Cl 6.09 -3.27 2.22
10 Cl -4.57 -1.81 -4.33
11 Cl 0.02 -5.77 0.68
12 Cl 5.76 -0.47 2.40
13 O -0.78 2.17 1.77
14 O 1.18 -0.14 3.83
15 O -2.77 2.84 2.70
16 O -0.26 -1.58 2.70
17 O -0.88 -0.23 4.54
18 O -0.71 3.58 3.41
19 N -0.53 0.00 -2.47
20 N 1.51 4.18 -1.84
21 C 0.29 -3.40 -6.42
22 C 1.99 -0.69 -2.06
23 C -0.65 3.76 -3.18
24 C 0.58 4.03 -2.46
25 C -0.09 -4.01 0.49
26 C 5.90 -1.83 1.21
27 C -1.34 1.59 0.64
28 C 0.56 -0.30 -2.31
29 C -1.24 4.24 4.52
30 C -3.84 -0.19 -4.21
31 C -1.54 2.83 2.64
32 C -2.25 -0.59 4.40
33 C 2.28 -0.44 2.98
34 C 0.00 -0.77 3.64
35 H 2.43 -1.51 3.03
36 H -1.41 3.95 -2.43
37 H -2.82 0.06 3.75
38 H -0.73 1.82 -0.24
39 H -0.68 4.29 -4.13
40 H 3.13 0.20 3.22
41 H -0.61 2.69 -3.39
42 H -2.34 1.94 0.41
43 H 1.97 -1.72 -2.42
44 H -0.30 -3.67 1.51
45 H 1.97 -0.16 1.97
46 H 2.65 -0.08 -2.67
47 H -0.53 4.86 5.08
48 H -1.42 0.51 0.69
49 H 2.15 -0.55 -0.99
50 H -2.76 -0.46 5.36
51 H -1.54 3.48 5.24
52 H 0.85 -4.30 -6.69
53 H 6.80 -1.81 0.59
54 H -2.43 -1.60 4.01
55 H -2.76 -0.24 -4.34
56 H -2.14 4.85 4.37

Results of the Löwdin charge analysis, in e, for atoms 1 through 4: Cl 0.539; Cl 0.519; Cl 0.552; Cl 0.527



(5)
Formula: C14H22ClNO7PPdSSe
Source: the OMol25 dataset
Level of theory: wB97M-V/def2-TZVPD

* net charge: -1
* LUMO: 1.7 eV
* HOMO-LUMO gap: 7.5 eV
* energy relative to the best compared isomer or geometry (same formula, charge and spin): 0.0 kJ/mol

Cartesian coordinates (Å):
1 Pd 0.00 0.46 -0.33
2 Se -0.23 -0.86 1.69
3 Cl 1.20 2.12 -2.78
4 S 3.03 -0.28 0.87
5 P -2.04 0.28 -1.28
6 O 0.61 2.25 -1.41
7 O 2.83 -0.77 2.21
8 O 0.40 1.17 -3.52
9 O 2.54 1.65 -2.65
10 O 4.31 0.31 0.58
11 O 1.92 0.64 0.45
12 O 1.15 3.41 -3.38
13 N -2.75 -2.38 2.20
14 C 2.64 -3.90 -1.90
15 C -0.76 -1.75 -2.83
16 C 2.66 -2.60 -2.41
17 C -4.79 -0.38 -0.86
18 C 2.86 -1.69 -0.21
19 C 2.76 -1.50 -1.58
20 C -2.21 2.88 -2.73
21 C -1.80 -1.78 1.92
22 C -2.86 1.82 -1.85
23 C 2.74 -4.06 -0.52
24 C 2.85 -2.97 0.33
25 C 2.51 -5.09 -2.80
26 C -2.03 -0.93 -2.67
27 C -3.40 -0.36 -0.25
28 H -0.92 -2.54 -3.57
29 H -2.86 -1.61 -2.44
30 H 1.63 -5.68 -2.55
31 H 2.79 -0.50 -1.99
32 H -4.81 -0.86 -1.84
33 H -5.22 0.62 -0.96
34 H -3.21 2.28 -0.92
35 H -5.46 -0.95 -0.20
36 H -0.50 -2.24 -1.89
37 H 2.42 -4.78 -3.85
38 H 2.58 -2.45 -3.48
39 H -1.89 2.48 -3.69
40 H 2.72 -5.06 -0.10
41 H 2.91 -3.09 1.40
42 H -3.40 0.20 0.69
43 H 0.08 -1.14 -3.14
44 H -2.30 -0.40 -3.59
45 H -1.35 3.33 -2.25
46 H -3.11 -1.37 0.02
47 H -2.95 3.67 -2.92
48 H -3.76 1.45 -2.35
49 H 3.38 -5.75 -2.72

Results of the Löwdin charge analysis, in e, for atoms 1 through 4: Pd 0.514; Se 0.740; Cl 0.677; S 0.429



(6)
Formula: C14H22FIN5O4Os
Source: the OMol25 dataset
Level of theory: wB97M-V/def2-TZVPD

* net charge: +1
* LUMO (spin up / spin down): -2.8 / -4.4 eV
* 2S+1: 5
* HOMO-LUMO gap (spin up / spin down): 8.1 / 7.4 eV

Cartesian coordinates (Å):
1 Os 1.94 0.77 -0.70
2 I 3.58 2.58 0.08
3 F 4.36 -3.96 2.39
4 O 0.41 2.20 -1.04
5 O -0.82 3.93 -0.33
6 O 0.59 -0.55 -1.67
7 O -0.23 -1.63 -3.42
8 N -4.37 -2.19 1.10
9 N -3.10 -1.62 -0.73
10 N 2.27 0.89 -3.17
11 N -3.54 -0.05 0.90
12 N 0.38 0.95 1.32
13 C 4.22 -0.90 0.50
14 C 3.88 -2.95 1.67
15 C -2.93 2.32 1.03
16 C 0.60 -0.90 -2.92
17 C -0.25 2.88 -0.16
18 C -1.69 2.29 1.94
19 C 1.75 -0.35 -3.76
20 C -0.28 2.27 1.29
21 C 2.86 -0.84 0.17
22 C 4.73 -1.95 1.25
23 C -3.67 -1.28 0.41
24 C 2.03 -1.89 0.60
25 C -3.15 1.13 0.11
26 C 2.53 -2.94 1.34
27 H -4.95 -1.93 1.88
28 H -1.74 3.19 2.54
29 H -1.76 1.45 2.63
30 H 3.21 1.09 -3.48
31 H -2.27 0.92 -0.50
32 H 2.54 -1.10 -3.77
33 H 0.35 2.96 1.84
34 H 1.89 -3.75 1.67
35 H -3.16 -2.54 -1.12
36 H 0.98 -1.90 0.32
37 H -2.89 3.22 0.43
38 H 1.67 1.68 -3.39
39 H 1.39 -0.22 -4.78
40 H -0.29 0.19 1.30
41 H -3.82 2.41 1.68
42 H 0.97 0.84 2.13
43 H 5.78 -1.98 1.52
44 H -2.38 -1.06 -1.15
45 H -4.48 -3.12 0.74
46 H -4.07 0.17 1.73
47 H -3.97 1.38 -0.58
48 H 4.90 -0.13 0.18

Results of the Löwdin charge analysis, in e, for atoms 1 through 4: Os 1.321; I 0.383; F 0.091; O -0.262



(7)
Formula: C14H22FNO7S
Source: the OMol25 dataset
Level of theory: wB97M-V/def2-TZVPD

* net charge: 0
* LUMO: 0.4 eV
* HOMO-LUMO gap: 10.4 eV

Cartesian coordinates (Å):
1 S 0.81 -3.38 -0.63
2 F -3.64 2.38 2.63
3 O 0.88 -2.28 0.30
4 O -1.01 4.22 -2.80
5 O -0.41 -3.67 -1.33
6 O 1.45 1.90 2.59
7 O -0.94 3.36 2.17
8 O -2.04 2.43 -1.81
9 O 0.13 2.56 -1.74
10 N 0.56 2.54 0.57
11 C 2.14 -3.23 -1.83
12 C 2.28 -5.52 -0.91
13 C -0.99 3.19 -2.19
14 C -1.77 2.03 -0.42
15 C -3.71 0.92 0.76
16 C 3.11 -4.39 -1.54
17 C 1.41 -4.87 0.15
18 C -0.13 3.59 1.30
19 C -0.23 1.93 -0.47
20 C 1.30 1.67 1.40
21 C -2.54 0.73 -0.21
22 C -3.25 1.13 2.21
23 C 0.19 4.99 0.85
24 C 1.95 0.48 0.75
25 H 0.99 4.99 0.13
26 H -2.17 1.07 2.26
27 H -4.22 1.83 0.48
28 H -2.94 0.42 -1.16
29 H 2.57 0.79 -0.08
30 H 3.62 -4.71 -2.44
31 H 3.87 -4.06 -0.83
32 H 2.92 -6.29 -0.48
33 H 2.53 -0.04 1.49
34 H -2.22 2.84 0.14
35 H 1.19 -0.21 0.38
36 H 0.56 -5.48 0.46
37 H -4.35 0.06 0.67
38 H 2.61 -2.26 -1.72
39 H -0.69 5.35 0.32
40 H -3.69 0.41 2.87
41 H -1.86 -0.05 0.14
42 H 0.39 5.63 1.70
43 H 1.70 -3.31 -2.82
44 H 1.99 -4.57 1.02
45 H 1.66 -5.99 -1.68
46 H 0.01 0.89 -0.64

Results of the Löwdin charge analysis, in e, for atoms 1 through 4: S 0.673; F -0.048; O -0.340; O 0.163



(8)
Formula: C14H22N11O2P2Ru
Source: the OMol25 dataset
Level of theory: wB97M-V/def2-TZVPD

* net charge: +1
* LUMO (spin up / spin down): -6.1 / -6.3 eV
* HOMO-LUMO gap (spin up / spin down): 5.8 / 5.4 eV
* energy relative to the best compared isomer or geometry (same formula, charge and spin): 268.9 kJ/mol

Cartesian coordinates (Å):
1 Ru -1.13 0.67 0.32
2 P -1.03 1.00 -2.03
3 P -1.10 -1.66 -0.17
4 O 0.82 1.97 0.10
5 O 0.89 -0.16 1.48
6 N -1.93 2.45 0.37
7 N -2.42 -0.39 3.95
8 N 1.93 1.43 0.29
9 N 1.96 0.34 0.97
10 N -1.97 -0.63 2.78
11 N -2.80 4.39 0.82
12 N -2.77 0.86 4.09
13 N -2.00 0.50 2.08
14 N -2.41 4.35 -0.42
15 N -1.90 3.22 -0.72
16 N -2.76 2.74 2.59
17 C -1.30 -1.76 -2.01
18 C 4.59 -2.00 2.08
19 C -2.52 1.44 2.93
20 C -2.51 3.20 1.33
21 C -0.48 -0.66 -2.67
22 C 0.37 -2.72 0.11
23 C 4.21 -0.02 0.16
24 C 3.39 -1.32 2.03
25 C 0.13 2.14 -2.86
26 C -2.63 1.25 -2.87
27 C 5.60 -1.70 1.17
28 C -2.46 -2.69 0.48
29 C 5.41 -0.71 0.22
30 C 3.20 -0.34 1.07
31 H 2.60 -1.53 2.75
32 H -2.30 -2.83 1.54
33 H 4.04 0.74 -0.58
34 H -0.58 -0.69 -3.76
35 H -3.41 -2.19 0.32
36 H -2.83 2.32 -2.93
37 H -2.45 -3.65 -0.03
38 H -2.58 0.83 -3.87
39 H 1.23 -2.31 -0.42
40 H 4.74 -2.76 2.83
41 H 6.54 -2.23 1.21
42 H -0.03 3.14 -2.46
43 H 0.59 -2.74 1.17
44 H 0.14 -3.72 -0.25
45 H -2.36 -1.66 -2.25
46 H -0.08 2.13 -3.93
47 H -3.43 0.77 -2.31
48 H 0.58 -0.77 -2.43
49 H 1.15 1.82 -2.67
50 H 6.19 -0.47 -0.49
51 H -3.19 3.34 3.27
52 H -0.97 -2.75 -2.35

Results of the Löwdin charge analysis, in e, for atoms 1 through 4: Ru 1.091; P 0.800; P 0.815; O -0.150



Number 1: molar mass 299.39 g mol⁻¹. Number 2: molar mass 283.32 g mol⁻¹. Number 3: molar mass 367.69 g mol⁻¹. Number 4: molar mass 739.77 g mol⁻¹. Number 5: molar mass 600.20 g mol⁻¹. Number 6: molar mass 660.49 g mol⁻¹. Number 7: molar mass 367.39 g mol⁻¹. Number 8: molar mass 539.42 g mol⁻¹.